# 1
C31H41Cl5OPV as an isolated structure at a distorted geometry, computed with ωB97M-V/def2-TZVPD.

Structure (ORCA input):
```
! RIJCOSX wB97M-V def2-TZVPD def2/J DEFGRID3
* xyz -1 4
V -0.817 0.609 -0.952
C -1.096 2.793 -1.548
C -2.290 2.391 -0.849
C -2.846 1.306 -1.628
C -1.997 1.089 -2.758
C -0.924 2.065 -2.705
C 0.213 2.180 -3.702
C -2.002 0.009 -3.847
C -4.183 0.644 -1.363
C -2.787 3.067 0.396
C -0.356 3.993 -1.141
H -0.202 2.756 -4.513
H 0.505 1.177 -4.097
H 1.068 2.670 -3.207
H -2.642 0.312 -4.694
H -2.434 -0.899 -3.428
H -1.098 -0.261 -4.336
H -4.177 -0.441 -1.472
H -4.946 1.074 -2.016
H -4.634 0.848 -0.351
H -3.632 2.488 0.805
H -3.230 4.089 0.228
H -1.995 3.152 1.126
H -1.053 4.870 -1.140
H 0.530 4.226 -1.756
H -0.052 3.844 -0.115
Cl 2.315 -0.100 -2.116
C 1.251 -1.427 -2.288
C -0.070 -1.272 -1.808
C -0.796 -2.459 -1.872
Cl -2.383 -2.499 -1.153
C -0.301 -3.675 -2.382
Cl -1.210 -5.169 -2.196
C 0.962 -3.739 -2.983
Cl 1.550 -5.206 -3.656
C 1.737 -2.537 -2.953
Cl 3.320 -2.542 -3.586
C 0.269 -3.754 1.512
P 2.060 -3.845 1.832
C 2.410 -5.510 1.115
C 2.543 -2.930 0.300
H 0.114 -3.731 0.370
H -0.178 -2.975 2.049
H -0.194 -4.666 1.805
H 1.860 -5.728 0.144
H 2.033 -6.336 1.799
H 3.496 -5.632 0.989
H 2.031 -3.446 -0.535
H 3.606 -2.883 0.108
H 2.068 -1.943 0.338
C 2.784 2.674 -0.082
C 2.774 2.123 1.319
C 3.328 0.697 1.142
C 1.533 2.153 2.096
C 1.414 3.146 3.075
C 0.331 3.127 3.954
C -0.604 2.096 3.844
C -0.559 1.165 2.827
C -1.595 0.070 2.887
C -2.031 -0.661 1.640
C -0.969 -0.968 3.816
C 0.433 1.328 1.807
O 0.345 0.601 0.715
H 3.731 2.820 -0.517
H 2.279 3.644 -0.151
H 2.265 1.969 -0.749
H 3.484 2.731 1.839
H 2.638 0.185 0.465
H 3.429 0.241 2.050
H 4.302 0.786 0.612
H 2.239 3.881 3.166
H 0.045 3.936 4.635
H -1.502 2.050 4.430
H -2.444 0.619 3.292
H -1.336 -1.399 1.319
H -2.410 -0.088 0.784
H -2.879 -1.295 1.933
H -0.125 -1.381 3.285
H -1.687 -1.741 4.045
H -0.629 -0.552 4.749
*
```

Summary:
HOMO-LUMO gap (alpha / beta)	0.22935 / 0.26214	hartree
ΔE to the lowest compared entry with this formula, charge and spin	11.6	kJ/mol



# 2
A 11-piece molecular cluster, C31H41F3N13O4PS overall at a distorted geometry, computed with ωB97M-V/def2-TZVPD.

Structure (ORCA input):
```
! RIJCOSX wB97M-V def2-TZVPD def2/J DEFGRID3
* xyz 0 1
C -0.999 1.265 -3.380
C -0.188 -0.050 -2.830
C 0.879 0.083 -1.592
P 1.370 1.684 -0.673
O 0.851 3.024 -1.332
O 0.907 1.474 1.006
O 3.145 1.763 -0.660
C 1.617 -1.321 -1.073
C 1.304 -2.784 -1.805
C 2.051 -4.184 -1.283
O 1.094 -4.882 -0.409
C 1.519 -4.877 1.001
F 0.368 -5.333 1.866
F 1.932 -3.534 1.496
F 2.640 -5.871 1.165
C 0.246 -2.897 -3.058
N -0.154 -4.116 -3.864
S -1.257 -3.416 -5.032
N -1.437 -1.673 -4.724
C -0.484 -1.511 -3.558
H -1.244 2.061 -2.556
H -0.439 1.684 -4.320
H -2.055 0.866 -3.767
H 1.660 0.944 1.446
H 3.468 1.348 -1.513
H 2.370 -1.312 -0.174
H 3.076 -3.946 -0.772
H 2.270 -4.880 -2.215
C -1.738 -2.392 0.482
C -2.171 -1.178 -0.231
N -2.513 -0.220 -0.794
H -2.414 -3.233 0.298
H -0.736 -2.708 0.172
H -1.706 -2.234 1.566
C -2.373 4.464 -0.390
C -2.028 4.669 -1.807
N -1.757 4.830 -2.927
H -2.431 3.400 -0.138
H -1.629 4.915 0.276
H -3.342 4.909 -0.141
C 0.685 -6.588 4.997
C -0.273 -7.018 6.029
N -1.030 -7.357 6.845
H 0.189 -6.401 4.038
H 1.199 -5.664 5.281
H 1.456 -7.346 4.820
C -4.194 -6.407 7.650
C -5.446 -7.078 8.041
N -6.434 -7.608 8.350
H -4.319 -5.822 6.733
H -3.844 -5.720 8.427
H -3.389 -7.127 7.468
C -2.755 -3.106 6.753
C -2.411 -2.901 5.336
N -2.139 -2.739 4.217
H -2.813 -4.169 7.006
H -2.012 -2.655 7.419
H -3.725 -2.661 7.002
C 1.990 6.773 0.278
C 1.561 5.474 -0.266
N 1.223 4.447 -0.696
H 2.704 6.652 1.099
H 2.475 7.391 -0.485
H 1.143 7.347 0.669
C 5.341 3.205 -3.872
C 4.090 2.534 -3.480
N 3.102 2.004 -3.171
H 5.217 3.790 -4.789
H 5.692 3.892 -3.094
H 6.146 2.485 -4.054
C 7.951 4.865 -7.443
C 6.700 4.195 -7.052
N 5.712 3.665 -6.743
H 7.827 5.451 -8.361
H 8.302 5.553 -6.666
H 8.756 4.145 -7.626
C -6.887 -0.925 7.301
C -5.770 -1.058 8.251
N -4.887 -1.164 9.001
H -6.785 -1.615 6.457
H -7.850 -1.137 7.778
H -6.948 0.087 6.887
C 4.433 1.559 -10.158
C 5.894 1.418 -10.041
N 7.048 1.307 -9.948
H 3.914 0.633 -9.890
H 4.049 2.347 -9.502
H 4.132 1.814 -11.180
C -6.252 6.167 1.726
C -4.818 5.863 1.863
N -3.684 5.623 1.971
H -6.754 5.456 1.061
H -6.768 6.126 2.691
H -6.416 7.168 1.314
*
```

Summary:
HOMO-LUMO gap	0.15089	hartree



# 3
C31H41N4O9SSiTi as an isolated structure at a distorted geometry, computed with ωB97M-V/def2-TZVPD.

Structure (ORCA input):
```
! RIJCOSX wB97M-V def2-TZVPD def2/J DEFGRID3
* xyz 0 2
Ti -1.091 -1.514 0.160
C -1.890 1.019 -1.543
N -1.818 0.327 -0.250
C -2.404 0.896 0.759
C -2.542 0.131 1.939
C -2.874 0.437 3.253
C -2.715 -0.749 3.977
C -2.300 -1.718 3.062
N -2.204 -1.207 1.823
C -3.247 0.980 -2.226
C -4.221 0.028 -1.939
C -5.435 0.043 -2.616
C -5.690 1.004 -3.586
C -4.720 1.956 -3.878
C -3.511 1.942 -3.198
H -1.141 0.575 -2.192
H -1.622 2.070 -1.404
H -2.813 1.902 0.670
H -3.175 1.406 3.630
H -2.889 -0.902 5.032
H -2.078 -2.757 3.253
H -4.035 -0.742 -1.207
H -6.187 -0.705 -2.385
H -6.638 1.011 -4.112
H -4.908 2.714 -4.630
H -2.758 2.693 -3.421
O 0.515 -0.997 1.707
C 1.006 -0.475 0.701
O 0.662 -0.900 -0.462
C 1.914 0.717 0.772
C 3.089 0.693 1.501
C 3.869 1.827 1.529
C 3.518 2.989 0.883
C 2.333 2.983 0.179
C 1.533 1.868 0.095
N 1.917 4.229 -0.517
O 0.864 4.213 -1.110
O 2.646 5.187 -0.413
N 5.145 1.801 2.296
O 5.432 0.770 2.859
O 5.848 2.783 2.237
H 3.399 -0.186 2.052
H 4.144 3.866 0.929
H 0.627 1.896 -0.491
C -0.108 -6.059 0.860
C 0.220 -4.579 0.995
C 1.522 -4.248 0.287
C 0.278 -4.213 2.469
O -0.825 -3.747 0.391
Si -1.882 -3.984 -0.929
S -1.452 -2.340 -2.108
O -3.340 -3.665 -0.242
C -4.425 -4.402 0.355
C -5.645 -3.515 0.169
C -4.130 -4.594 1.835
C -4.640 -5.749 -0.325
O -1.778 -5.470 -1.554
C -1.480 -6.005 -2.868
C -2.434 -5.414 -3.898
C -0.031 -5.697 -3.215
C -1.696 -7.502 -2.741
H 0.552 -6.624 1.522
H 0.023 -6.420 -0.159
H -1.141 -6.252 1.162
H 2.330 -4.875 0.674
H 1.785 -3.203 0.448
H 1.428 -4.416 -0.789
H 1.139 -4.704 2.930
H -0.625 -4.558 2.982
H 0.375 -3.139 2.600
H -5.449 -2.523 0.585
H -6.512 -3.944 0.679
H -5.876 -3.410 -0.894
H -3.984 -3.625 2.314
H -3.226 -5.196 1.973
H -4.963 -5.105 2.326
H -4.824 -5.613 -1.395
H -5.509 -6.242 0.117
H -3.772 -6.399 -0.206
H -2.303 -4.332 -3.975
H -3.470 -5.623 -3.618
H -2.245 -5.859 -4.878
H 0.130 -4.618 -3.269
H 0.223 -6.138 -4.181
H 0.638 -6.119 -2.458
H -2.738 -7.715 -2.494
H -1.060 -7.911 -1.952
H -1.448 -8.000 -3.682
*
```

Summary:
HOMO-LUMO gap (alpha / beta)	0.25146 / 0.26266	hartree
ΔE to the lowest compared entry with this formula, charge and spin	48.1	kJ/mol



# 4
C31H41N5O6PS3SeSiSn as an isolated structure at a distorted geometry, computed with ωB97M-V/def2-TZVPD.

Structure (ORCA input):
```
! RIJCOSX wB97M-V def2-TZVPD def2/J DEFGRID3
* xyz -1 1
Sn -0.093 0.622 0.642
O -1.634 -2.036 0.673
C -0.872 -3.065 1.105
C -0.262 -3.187 2.342
C 0.487 -4.332 2.536
C 0.644 -5.302 1.537
C 0.032 -5.167 0.309
C -0.749 -4.030 0.100
C -1.511 -3.525 -0.982
N -2.011 -2.359 -0.643
N -2.766 -1.589 -1.360
C -2.908 -0.289 -1.073
O -2.454 0.269 -0.056
C -3.720 0.463 -2.077
C -3.944 1.820 -1.877
C -4.668 2.550 -2.806
C -5.168 1.929 -3.940
C -4.942 0.575 -4.149
C -4.221 -0.157 -3.223
H -0.360 -2.411 3.092
H 0.986 -4.476 3.485
H 1.271 -6.163 1.726
H 0.157 -5.888 -0.487
H -1.696 -3.926 -1.961
H -3.531 2.286 -0.992
H -4.851 3.605 -2.648
H -5.729 2.500 -4.670
H -5.325 0.091 -5.038
H -4.025 -1.207 -3.372
C 0.664 4.045 4.031
C 1.749 3.278 4.765
C 2.885 2.859 3.847
O 1.235 2.137 5.483
P 0.220 0.974 5.091
S 0.242 -0.293 6.571
S 0.573 0.172 3.238
O -1.153 1.822 4.974
C -2.337 1.374 4.299
C -3.351 2.493 4.462
C -2.851 0.049 4.841
H 1.099 4.920 3.549
H -0.118 4.354 4.725
H 0.215 3.420 3.261
H 2.155 3.903 5.566
H 2.498 2.242 3.042
H 3.623 2.283 4.407
H 3.352 3.739 3.406
H -2.096 1.256 3.234
H -3.586 2.620 5.520
H -4.263 2.256 3.914
H -2.938 3.427 4.080
H -3.023 0.127 5.915
H -2.113 -0.734 4.676
H -3.779 -0.227 4.337
S -0.683 3.164 0.487
C 0.917 3.631 0.538
N 2.025 3.968 0.572
O 1.524 -2.855 -3.643
C 2.891 -2.646 -3.417
N 3.467 -3.701 -2.604
C 3.965 -3.657 -1.345
O 4.481 -4.636 -0.822
C 3.853 -2.363 -0.605
C 4.955 -1.800 0.027
C 4.775 -0.664 0.797
C 3.492 -0.155 0.942
N 2.429 -0.713 0.372
C 2.613 -1.781 -0.390
H 1.062 -2.027 -3.378
H 3.061 -1.685 -2.929
H 3.414 -2.654 -4.379
H 3.451 -4.627 -3.005
H 5.931 -2.249 -0.103
H 5.609 -0.180 1.287
H 3.300 0.724 1.548
H 1.729 -2.194 -0.861
C 1.093 0.068 -5.790
Si 0.466 1.121 -4.342
C -1.284 1.711 -4.721
C 1.635 2.591 -4.155
Se 0.424 -0.198 -2.522
H 0.938 0.580 -6.744
H 0.574 -0.891 -5.822
H 2.160 -0.129 -5.675
H -1.322 2.279 -5.655
H -1.657 2.343 -3.913
H -1.952 0.856 -4.807
H 1.680 3.154 -5.092
H 2.642 2.253 -3.908
H 1.301 3.265 -3.364
*
```

Summary:
HOMO-LUMO gap	0.22207	hartree



# 5
C31H41N7O2OsP as an isolated structure, computed with ωB97M-V/def2-TZVPD.

Structure (ORCA input):
```
! RIJCOSX wB97M-V def2-TZVPD def2/J DEFGRID3
* xyz 3 5
Os 0.151 1.775 1.129
N -1.264 1.413 3.381
C -0.349 0.769 4.342
C 0.789 0.091 3.598
N 1.474 1.001 2.629
C 2.271 2.091 3.264
C 1.471 3.371 3.351
N 0.887 3.647 2.001
H -1.740 2.212 3.788
H -2.003 0.774 3.105
H -0.853 0.023 4.957
H 0.032 1.520 5.033
H 0.413 -0.751 3.016
H 1.522 -0.297 4.308
H 2.096 0.411 2.072
H 3.161 2.243 2.651
H 2.609 1.788 4.256
H 2.095 4.198 3.684
H 0.642 3.280 4.049
H 1.622 4.015 1.400
H 0.205 4.398 2.078
O -3.976 0.160 -0.189
C -1.790 -0.478 0.226
N -1.607 -1.779 -0.411
C -0.301 -2.309 -0.095
C 0.442 -1.055 0.382
O 1.634 -0.996 0.636
N -0.440 -0.029 0.496
C -0.218 -3.500 0.863
C 0.970 -3.779 1.597
C 1.034 -4.883 2.414
C -0.058 -5.747 2.505
C -1.230 -5.500 1.772
C -1.307 -4.404 0.954
C 0.343 -3.097 -1.218
C -0.518 -3.783 -2.121
C 0.005 -4.528 -3.141
C 1.399 -4.627 -3.286
C 2.264 -3.968 -2.400
C 1.755 -3.225 -1.366
H -2.392 -2.395 -0.270
H 1.815 -3.111 1.518
H 1.932 -5.086 2.981
H -0.003 -6.619 3.143
H -2.068 -6.178 1.853
H -2.218 -4.241 0.392
H -1.590 -3.687 -2.022
H -0.649 -5.038 -3.836
H 1.810 -5.220 -4.093
H 3.335 -4.051 -2.530
H 2.415 -2.718 -0.678
C -2.659 0.423 -0.657
C -2.375 1.900 -0.597
N -1.524 2.577 0.167
C -1.714 3.928 -0.108
C -2.690 4.056 -1.031
N -3.085 2.771 -1.326
H -2.344 -0.560 1.169
H -2.537 0.097 -1.693
H -4.631 0.276 -0.887
H -1.150 4.707 0.375
H -3.132 4.922 -1.494
H -3.800 2.526 -1.995
C 3.022 1.431 -1.467
P 1.481 2.346 -1.169
C 1.937 4.075 -1.488
C 0.377 1.875 -2.522
C -0.361 2.816 -3.238
C -1.239 2.404 -4.236
C -1.383 1.055 -4.528
C -0.639 0.110 -3.828
C 0.233 0.518 -2.829
H 3.330 1.545 -2.507
H 2.887 0.376 -1.232
H 3.806 1.829 -0.820
H 2.281 4.187 -2.518
H 2.762 4.357 -0.829
H 1.103 4.757 -1.322
H -0.247 3.875 -3.043
H -1.790 3.143 -4.804
H -2.048 0.742 -5.323
H -0.724 -0.942 -4.075
H 0.840 -0.223 -2.318
*
```

Summary:
HOMO-LUMO gap (alpha / beta)	0.27318 / 0.20338	hartree



Here are the calculated molecular weight numbers, same order: 688.9, 779.8, 721.7, 932.6, 764.9 (g/mol).